DFT (the ωB97M-V functional and the def2-TZVPD basis) results for 2 unconnected molecules or ions with the total composition C6H16N2O2.

Last column: natural (NBO) charge in e.
Geometry (Å):
C1 -0.66835 -0.90163 -1.66266  -0.633
C2 -1.31721 -0.45631 -0.36428  0.194
C3 -1.60914 1.03144 -0.42130  -0.648
C4 -2.59532 -1.23593 -0.08876  -0.630
N1 -0.15435 -0.93764 0.80329  -0.909
H1 -1.32885 -0.67844 -2.50260  0.204
H2 0.22219 -0.31013 -1.86126  0.235
H3 -0.45735 -1.96741 -1.65023  0.210
H4 -0.70291 1.59874 -0.62206  0.228
H5 -2.26394 1.25584 -1.26520  0.224
H6 -2.06587 1.37679 0.50258  0.209
H7 -3.04024 -0.91850 0.85240  0.207
H8 -2.40009 -2.30593 -0.07103  0.212
H9 -3.31845 -1.04892 -0.88562  0.210
H10 -0.52213 -0.88366 1.74838  0.349
H11 0.09889 -1.91334 0.67901  0.374
C5 2.13883 2.21194 0.82528  -0.408
N2 1.54819 0.90407 0.70962  -0.702
C6 2.29450 -0.26276 0.80768  0.908
O1 3.39700 -0.24104 1.36240  -0.624
O2 2.21244 -1.11452 -0.30447  -0.716
H12 1.69385 2.74879 1.66607  0.188
H13 3.21395 2.12462 0.99187  0.223
H14 1.93535 2.76635 -0.09404  0.187
H15 0.65072 0.77162 1.18748  0.419
H16 3.03829 -1.61403 -0.34254  0.491

## Properties
SMILES string: CC(C)(C)N.CNC(=O)O
HOMO energy: -8.93 eV

---

DFT (the ωB97M-V functional and the def2-TZVPD basis) results for a molecular structure, C10H16Cl4O5Os.

Last column: natural (NBO) charge in e.
Geometry (Å):
C1 -0.95518 0.72101 -1.49915  -0.104
C2 -1.10787 -0.63856 -1.94899  -0.105
C3 0.18739 -1.28956 -1.82001  -0.016
C4 -2.35444 -1.26435 -2.47919  -0.636
C5 1.11857 -0.32105 -1.31324  -0.129
C6 0.40988 0.90751 -1.09335  -0.032
C7 1.03081 2.21181 -0.68628  -0.645
C8 -1.97443 1.81181 -1.60980  -0.629
C9 0.51257 -2.69866 -2.19305  -0.651
C10 2.60837 -0.47992 -1.20803  -0.624
Os1 -0.54819 -0.74548 0.13160  0.945
Cl1 -1.45996 -2.60662 0.40454  -0.249
Cl2 -2.13211 0.39041 1.45025  -0.406
Cl3 1.06212 -1.05293 1.79236  -0.352
H1 -3.20189 -0.60948 -2.29216  0.226
H2 -2.51898 -2.21835 -1.96706  0.236
H3 -2.27900 -1.45903 -3.55447  0.204
H4 -0.27725 -3.36040 -1.83523  0.235
H5 1.45811 -2.99221 -1.74023  0.227
H6 0.59895 -2.82111 -3.27828  0.204
H7 2.86202 -1.47165 -0.83378  0.223
H8 3.01715 0.28652 -0.54719  0.245
H9 3.06338 -0.35440 -2.19891  0.196
H10 1.86171 2.04376 0.00313  0.263
H11 0.29595 2.85096 -0.17968  0.266
H12 1.40432 2.73705 -1.58210  0.199
H13 -2.95983 1.45716 -1.28853  0.227
H14 -2.05345 2.15715 -2.65343  0.195
H15 -1.67457 2.66114 -0.99380  0.245
O1 0.91525 3.15343 2.91285  -1.185
H16 0.64110 2.28012 3.28721  0.424
O2 -0.03717 -1.17217 6.51843  -0.894
Cl4 0.49571 0.13763 6.16261  2.505
O3 -0.55305 0.89722 5.46810  -0.857
O4 0.88221 0.86810 7.36540  -0.893
O5 1.66179 -0.01687 5.29947  -0.860

## Properties
2S+1: 5
net charge: -2
HOMO energy (spin up / spin down): -0.56 / 0.36 eV

---

DFT (the ωB97M-V functional and the def2-TZVPD basis) results for a single C5H17BN2Si molecule.

Last column: natural (NBO) charge in e.
Geometry (Å):
C1 1.87687 2.09987 -0.19487  -0.920
B1 0.91845 1.04501 -1.14865  0.816
N1 -0.09740 1.49693 -1.98687  -1.055
C2 1.44087 -0.51228 -1.41160  -0.533
N2 1.08597 -1.07046 0.17716  -1.117
Si1 -0.57887 -0.89865 0.68406  1.787
C3 -0.91262 0.78370 1.62154  -1.124
C4 -0.65737 -2.46751 1.81985  -1.110
C5 -1.96603 -0.80889 -0.61412  -1.140
H1 2.52424 2.48261 -0.96893  0.230
H2 2.33102 1.57331 0.57878  0.218
H3 1.24075 2.85904 0.10995  0.216
H4 -0.47176 2.38239 -2.02019  0.388
H5 -0.45221 0.88213 -2.69359  0.388
H6 0.87813 -1.20281 -2.07613  0.204
H7 2.57932 -0.62349 -1.52741  0.221
H8 1.93991 -0.73961 0.74099  0.405
H9 -1.02735 1.63363 0.97678  0.226
H10 -1.74798 0.77719 2.37694  0.237
H11 -0.02426 0.93743 2.30376  0.226
H12 0.21270 -3.08730 1.89043  0.243
H13 -0.95978 -2.32269 2.89759  0.232
H14 -1.55491 -2.95614 1.32472  0.228
H15 -2.04051 -1.70200 -1.30656  0.235
H16 -2.95627 -0.46336 -0.21363  0.255
H17 -1.58091 -0.09805 -1.34000  0.241

## Properties
SMILES string: CB(N)CN[Si](C)(C)C
HOMO energy: -8.45 eV

---

DFT (the ωB97M-V functional and the def2-TZVPD basis) results for 2 unconnected molecules or ions with the total composition CH6NS.

Last column: natural (NBO) charge in e.
Geometry (Å):
S1 -1.11024 2.75640 -0.51106  -1.035
H1 -0.40565 3.55606 0.10171  0.069
C1 0.11770 -1.50229 0.22111  -0.438
N1 0.41228 0.00646 0.22849  -0.851
H2 -0.66383 -1.84938 -0.48199  0.168
H3 1.18332 -2.04653 -0.15727  0.156
H4 -0.12811 -1.58039 1.30168  0.196
H5 -0.41137 0.52821 -0.06103  0.405
H6 1.00589 0.13146 -0.64163  0.330

## Properties
net charge: -1
HOMO energy: -2.54 eV

---

What did we get for energy relative to the best compared isomer or geometry (same formula, charge and spin)? Answer: 63.7 0.0 0.0 25.8 kcal/mol, in the order shown.
What did we get for energy? Answer: -13555.3870 -73414.5618 -16995.6796 -13459.3868 eV, in the order shown.